1.
{
  "formula": "C22H61N6O10",
  "method": "ωB97M-V/def2-TZVPD",
  "elements": ["N", "O", "O", "O", "C", "C", "C", "O", "C", "N", "H", "H", "H", "H", "H", "H", "H", "H", "H", "H", "H", "C", "C", "C", "O", "C", "N", "H", "H", "H", "H", "H", "H", "H", "H", "H", "H", "H", "C", "C", "C", "O", "C", "N", "H", "H", "H", "H", "H", "H", "H", "H", "H", "H", "H", "C", "C", "C", "O", "C", "N", "H", "H", "H", "H", "H", "H", "H", "H", "H", "H", "H", "C", "C", "C", "O", "C", "N", "H", "H", "H", "H", "H", "H", "H", "H", "H", "H", "H", "C", "C", "O", "O", "H", "H", "H", "H", "H", "H"],
  "xyz": [[0.765323, -1.927593, 1.471457], [-0.037427, -1.164183, 1.945107], [1.949243, -1.779173, 1.645837], [0.389063, -2.857743, 0.793027], [-5.488027, 2.943967, 2.343167], [-5.968307, 2.498577, 0.976437], [-6.900567, 3.529677, 0.353817], [-7.408247, 3.001287, -0.903083], [-8.297297, 3.967847, -1.423713], [-4.753337, 2.247727, 0.223067], [-4.987577, 2.135857, 2.876647], [-6.252177, 3.300137, 3.034047], [-4.865497, 3.836657, 2.403607], [-6.538167, 1.579607, 1.113737], [-6.353957, 4.461627, 0.209617], [-7.640857, 3.814477, 1.101447], [-9.095827, 4.342647, -0.783423], [-8.751267, 3.573277, -2.332743], [-7.820197, 4.926647, -1.626633], [-4.232377, 3.083237, -0.001963], [-4.169067, 1.756147, 0.884187], [-4.095767, -6.393913, -0.720953], [-4.444747, -5.397363, -1.816643], [-5.559087, -5.802233, -2.779003], [-5.771077, -4.818623, -3.696193], [-6.723427, -5.002383, -4.806903], [-4.778737, -4.129533, -1.107893], [-3.659327, -7.278833, -1.184143], [-4.974507, -6.809183, -0.227533], [-3.458397, -6.037663, 0.088327], [-3.622777, -5.141393, -2.485173], [-6.480267, -5.968373, -2.220513], [-5.362307, -6.760663, -3.259433], [-6.712147, -6.063623, -5.055423], [-6.410387, -4.483843, -5.713123], [-7.748407, -4.755023, -4.530633], [-3.964667, -3.961603, -0.534143], [-5.382637, -4.404013, -0.346273], [3.287703, -2.387133, 7.674577], [4.218413, -1.163643, 7.795487], [5.676923, -1.611253, 7.976267], [5.850603, -1.921883, 9.333497], [6.788533, -1.013633, 9.920817], [3.957873, -0.338253, 6.704787], [3.585273, -2.977303, 6.807827], [2.254443, -2.121673, 7.450937], [3.206293, -3.028743, 8.551957], [3.833123, -0.567263, 8.622517], [6.349543, -0.899853, 7.497127], [5.829783, -2.462603, 7.312987], [6.821193, -1.188323, 10.996227], [6.605843, 0.059257, 9.860457], [7.724233, -1.356723, 9.479387], [2.982033, -0.086833, 6.636757], [4.084813, -0.837883, 5.836247], [0.744923, -0.130293, -4.884943], [-0.626057, 0.536217, -4.670713], [-0.632037, 2.068957, -4.962723], [-1.850457, 2.579857, -4.460033], [-1.986117, 3.985737, -4.681213], [-1.471897, -0.167473, -5.601243], [1.375163, 0.287377, -4.099793], [1.137833, 0.166117, -5.857493], [0.667613, -1.211583, -4.771203], [-1.053287, 0.295117, -3.697343], [-0.540997, 2.280647, -6.028093], [0.171163, 2.550017, -4.404563], [-2.007727, 4.236607, -5.741733], [-1.155297, 4.486427, -4.184073], [-2.880997, 4.384587, -4.203503], [-1.461647, 0.126957, -6.567313], [-1.282917, -1.159073, -5.567583], [3.851373, 5.719127, -2.588193], [4.510473, 4.669807, -1.654423], [3.521383, 4.145497, -0.530953], [3.077653, 5.146597, 0.342767], [2.156133, 4.662797, 1.347147], [4.894323, 3.579137, -2.558603], [4.493043, 6.063157, -3.399373], [3.230423, 6.478757, -2.113333], [3.026253, 5.312577, -3.172993], [5.436463, 5.100837, -1.273823], [4.094173, 3.469957, 0.104387], [2.663293, 3.616017, -0.944993], [1.412513, 4.072297, 0.811957], [1.734773, 5.601717, 1.706297], [2.617423, 4.145167, 2.188207], [4.055643, 3.160887, -2.935123], [5.384383, 2.832747, -2.086533], [6.666283, -4.064803, -1.638223], [7.082413, -2.690713, -1.121713], [6.083333, -1.734513, -1.123893], [5.804343, -4.605243, -0.670243], [7.396903, -4.873673, -1.633263], [6.089993, -4.120783, -2.561723], [7.939783, -2.491623, -1.764663], [7.452423, -2.770423, -0.099533], [5.635213, -1.839863, -0.281463], [5.090973, -4.060333, -0.329983]],
  "forces_ev_per_angstrom": [[-0.2415, -0.5192, -0.5521], [-2.1925, 2.3444, 1.5605], [3.7669, 0.7800, 0.8334], [-1.2311, -2.6070, -1.8312], [-0.8596, 0.7776, 1.7711], [0.4068, 1.1167, 0.5637], [0.9550, -1.0439, -0.5417], [-0.5386, 1.6107, 1.7666], [-0.1367, 0.3133, -0.6936], [-0.1271, -0.9052, -0.6752], [0.1659, -0.0165, -0.1724], [-0.7996, -0.4619, 0.0684], [0.6073, -0.1374, -0.8744], [0.0894, -0.1907, -0.2775], [0.3019, 0.2052, -0.5324], [-0.7686, -0.4226, -0.2417], [-0.3467, -0.8440, 0.7052], [0.1451, 0.0245, 0.0172], [0.7144, -0.0202, -0.5190], [-0.2577, 0.3606, -0.0129], [0.4521, -0.3713, -0.3598], [-0.1291, -1.6527, -0.9630], [-0.1346, 1.3151, 0.6261], [-0.9090, -1.1218, 1.1093], [-0.5768, 2.1950, -2.8014], [1.1458, -1.2758, 1.5639], [-0.0640, -0.2541, -0.1729], [0.4761, -0.1841, 0.1650], [-0.4552, 0.3228, -0.0158], [0.2153, 0.2938, -0.4572], [0.4439, -0.2124, 0.2722], [-0.3575, -0.1238, 0.5229], [0.4602, -0.3523, -0.1375], [-0.1048, -0.2559, -0.1364], [0.2161, 0.4003, 0.4923], [0.0780, 0.3101, 0.1884], [0.6627, 0.6542, -0.2700], [-0.9402, -0.0419, 0.0138], [-0.2218, -0.5522, 0.2736], [-1.5961, -1.4279, 1.2496], [-1.5344, 0.2686, -1.1615], [0.4922, 0.9372, 0.2899], [0.2883, -1.3678, 0.5131], [0.5313, 1.7236, -2.7633], [0.2372, -0.2306, 0.0305], [-0.0184, 0.4975, 0.0659], [0.4505, -0.1110, 0.0993], [0.7097, -0.2058, 0.7419], [0.2670, 0.6567, 0.8332], [-0.0480, -0.7032, 0.3853], [-0.0403, -0.4213, 0.0044], [-0.3011, -0.0063, -0.8398], [0.5508, 0.8769, 0.2369], [-0.1309, 0.1660, 0.3855], [0.3455, -0.1026, -0.3819], [0.1388, 1.6470, 1.4296], [0.5472, -0.4738, -1.6698], [-0.6020, -1.1359, 1.3110], [-0.6908, 0.7802, -0.3326], [0.4063, -0.6039, 0.5433], [-2.0075, -0.2722, -0.6579], [0.7061, -0.3672, -0.0275], [0.0442, -0.2281, -0.0618], [0.1015, 0.1511, -0.0520], [0.3789, 0.5418, 0.3034], [0.1722, -0.0967, -0.2722], [0.4617, 0.0427, -0.1251], [0.0788, -0.0093, -0.1701], [0.3109, 0.2798, -0.1776], [-0.1873, -0.5103, -0.0581], [0.2897, 0.2234, 0.0872], [-0.1419, 0.0427, -0.0583], [-1.1249, -0.3432, -0.0710], [-1.5659, 0.1328, -0.8303], [1.5429, 0.4343, 0.1811], [-0.2322, 0.5109, 0.4045], [0.4221, 1.2696, -1.2461], [0.1120, -0.0405, 0.2292], [0.4060, 0.4001, 0.5703], [0.9573, 0.5839, 0.5306], [-0.0542, -1.1087, -0.0746], [-0.1936, -0.0773, 0.5130], [0.1498, -0.7113, -0.2893], [-0.0229, -0.1396, -0.4519], [-0.2373, -0.2412, 0.4925], [-0.3605, -0.2862, 0.2432], [0.2026, -0.3060, -0.2522], [-0.1453, -0.0717, -0.1745], [0.1275, -0.0507, 0.2243], [-1.7497, -0.3297, 1.5349], [1.7819, -1.4679, -0.9046], [-0.4853, 0.4145, -0.4225], [-0.9733, -1.6015, 1.4841], [0.8789, 0.7305, -0.4571], [0.5136, 0.7919, -0.5829], [0.0250, 1.2619, -0.0608], [0.3012, -0.5043, -0.0120], [-0.3696, 0.3255, -0.0188], [-0.0268, 0.4053, -0.5354]],
  "total_charge": -1,
  "multiplicity": 1
}

---

2.
{
  "formula": "C5H10NO",
  "method": "ωB97M-V/def2-TZVPD",
  "elements": ["C", "N", "C", "C", "C", "C", "O", "H", "H", "H", "H", "H", "H", "H", "H", "H", "H"],
  "xyz": [[2.876533, 0.153292, 0.252901], [1.906817, -0.433140, -0.224687], [0.750124, -0.793959, -0.352184], [-0.616967, 0.180846, 0.023968], [-1.568379, -0.466759, 1.033740], [-1.187941, 0.264634, -1.393866], [-0.138604, 1.391845, 0.346333], [3.081685, 0.145045, 1.337817], [3.728792, 0.521405, -0.336617], [0.398413, -1.823195, -0.608690], [-2.413581, 0.288614, 1.116448], [-1.849995, -1.431201, 0.584167], [-1.106580, -0.502727, 2.106786], [-1.117724, 1.421597, -1.437550], [-2.218260, -0.060239, -1.622097], [-0.672237, -0.416112, -2.154313], [0.147897, 1.560047, 1.327845]],
  "forces_ev_per_angstrom": [[2.9474, 0.5714, 1.0623], [-0.4233, -0.0490, -0.1357], [-4.0947, -1.1422, 1.1247], [1.2413, -2.4340, -0.9232], [0.9416, 1.0300, 1.1768], [-0.2634, 1.2292, -1.0317], [1.3869, 2.3825, 2.9266], [-0.3985, -0.2876, -0.4352], [-0.8482, 0.2817, -0.2409], [1.0136, 0.6609, 0.1240], [0.7009, -1.2498, -0.2952], [-0.3272, 0.2786, 0.8406], [-0.7770, -0.4143, -1.9625], [-0.1155, -1.9962, -1.5303], [0.0734, 0.3664, 1.1032], [0.0500, 1.6838, 0.7662], [-1.1073, -0.9113, -2.5697]],
  "smiles": "C=[N+]=CC(C)(C)O",
  "relative_energy_kj_mol": 362.6,
  "total_charge": 1,
  "multiplicity": 1
}

---

3.
{
  "formula": "C6H11N",
  "method": "ωB97M-V/def2-TZVPD",
  "elements": ["C", "C", "C", "C", "C", "N", "C", "H", "H", "H", "H", "H", "H", "H", "H", "H", "H", "H"],
  "xyz": [[0.645070, -2.678976, 2.451723], [0.972310, -1.702052, 1.556921], [0.154351, -1.289713, 0.368876], [-0.485964, -0.085112, 0.411433], [-1.073914, 0.434812, -0.878455], [-0.829200, 1.842040, -0.839971], [0.333855, 2.371374, -1.644073], [-0.078982, -3.470997, 2.510493], [1.367974, -2.797369, 3.100655], [1.972929, -1.154672, 1.592885], [0.069029, -1.923286, -0.433283], [-0.510664, 0.406187, 1.413578], [-0.494602, -0.111531, -1.627448], [-2.123186, 0.078603, -1.000444], [-1.603450, 2.399724, -1.035692], [-0.019747, 2.991719, -2.562886], [0.808729, 1.586769, -2.307638], [0.895463, 3.102479, -1.076675]],
  "forces_ev_per_angstrom": [[-0.7618, 2.0186, -3.8830], [-0.6247, -1.2262, -0.0848], [-0.3698, 3.1143, 3.3413], [0.9322, -3.0660, 0.3660], [-0.0795, -0.9771, 1.2862], [2.0602, 0.9150, -1.3430], [-2.1150, 0.0917, -2.6347], [-0.8824, 0.4764, -0.6142], [3.5092, -0.7794, 3.7424], [-1.4592, -0.8553, 0.5503], [0.1604, -1.3010, -2.1232], [-0.0725, 0.2037, -1.3173], [-0.1993, 0.4005, -0.4646], [0.3938, 0.9044, 0.0742], [-1.4965, 0.7333, -0.3481], [-0.1031, -0.5148, 1.5131], [0.3074, 0.4997, 1.7903], [0.8006, -0.6377, 0.1490]],
  "smiles": "C=C/C=C/CNC",
  "relative_energy_kj_mol": 344.9,
  "total_charge": 0,
  "multiplicity": 1
}

---

4.
{
  "formula": "C2H2INO3",
  "method": "ωB97M-V/def2-TZVPD",
  "elements": ["O", "C", "I", "C", "N", "O", "O", "H", "H"],
  "xyz": [[1.139381, 1.584843, -0.297596], [1.022967, 0.455617, -0.069162], [2.645806, -0.853236, -0.557241], [-0.091018, -0.271886, 0.466198], [-1.294877, 0.132901, -0.351107], [-2.357646, 0.211288, 0.193970], [-0.973221, 0.225048, -1.500824], [-0.125341, -0.165910, 1.605906], [0.033946, -1.318669, 0.509859]],
  "forces_ev_per_angstrom": [[-0.2955, 2.1886, -0.0057], [2.3848, -1.1052, -0.7005], [0.5975, -0.3953, -0.0307], [-1.5453, 0.0574, 3.3560], [1.3818, -1.1802, 1.7580], [-0.7070, 0.3134, -0.3872], [-1.1517, 0.4254, -1.3844], [-0.5722, 0.9819, -1.4160], [-0.0924, -1.2858, -1.1896]],
  "smiles": "O=C(I)C[N+](=O)[O-]",
  "relative_energy_kj_mol": 400.8,
  "total_charge": 0,
  "multiplicity": 1
}

---

Number 1: HOMO -0.153 Ha, maximum force 3.9 eV/A. Number 2: HOMO -0.544 Ha, maximum force 4.4 eV/A. Number 3: HOMO -0.314 Ha, maximum force 5.2 eV/A. Number 4: HOMO -0.372 Ha, maximum force 3.7 eV/A.